Record 1
The following is a quantum chemistry calculation of a structure of composition C3H4CeO2, from the Open Molecules 2025 dataset.

```
10
Properties=species:S:1:pos:R:3:lowdin_spin:R:1
O -0.5302 -1.6393 -0.3287 0.01
C -0.4332 -0.5026 0.3840 0.00
Ce 0.3446 1.9198 -0.6233 1.97
O -1.3745 0.2688 0.6856 0.00
C 0.8658 -2.0706 -0.2784 0.00
H 0.9074 -2.9787 0.3353 0.00
H 1.2054 -2.2641 -1.3027 0.00
C 1.4501 -0.8245 0.3658 0.01
H 1.6339 -0.8092 1.4493 0.00
H 2.4801 -0.6724 0.0163 0.00
```

spin multiplicity: 3
net charge: +2
HOMO level (spin up / spin down): -0.6086 / -0.7186 Eh
lowest unoccupied orbital energy (spin up / spin down): -9.52 / -9.54 eV
orbital gap (spin up / spin down): 0.2587 / 0.3678 Eh

***

Record 2
The following is a quantum chemistry calculation of a structure of composition C12H25BCl2N3O8Pb, from the Open Molecules 2025 dataset.

```
52
Properties=species:S:1:pos:R:3:lowdin_spin:R:1
Pb 1.5957 -0.3019 1.2770 0.00
Cl 4.9494 0.2139 0.2004 -0.06
O 5.8000 -0.4984 1.1834 0.66
O 4.1063 -0.8016 -0.4175 0.10
O 4.1740 1.0630 1.0112 0.27
O 5.7881 0.8529 -0.7526 0.03
Cl 1.3267 2.2055 3.5348 0.00
O 2.7313 2.0773 3.6800 0.00
O 0.8536 0.8699 3.7266 0.00
O 0.7571 3.0694 4.5662 0.00
O 1.0788 2.5456 2.2062 0.00
B 1.9127 -2.4223 2.8446 0.00
H 2.7341 -1.9798 3.3866 0.00
H 2.1988 -2.6103 1.8214 0.00
H 1.7293 -3.3618 3.3426 0.00
H 1.0781 -1.7477 2.7319 0.00
C -0.1133 -3.6490 -3.4991 0.00
C 1.2336 -3.0377 -3.7720 0.00
C 1.5701 -1.8290 -2.8777 0.00
C 1.2080 -2.0778 -1.4973 0.00
N 0.9380 -2.2919 -0.3704 0.00
H -0.2463 -4.2640 -2.6091 0.00
H -0.4314 -4.1510 -4.4129 0.00
H -0.8981 -2.8974 -3.5839 0.00
H 1.3392 -2.8009 -4.8307 0.00
H 1.8619 -3.9015 -3.5548 0.00
H 1.0570 -0.9166 -3.1819 0.00
H 2.6413 -1.6273 -2.8730 0.00
C -2.4947 0.0070 -2.3588 0.00
C -1.8436 1.0347 -3.3480 0.00
C -0.9587 2.0020 -2.5852 0.00
C 0.1369 1.4839 -1.6888 0.00
N 1.0133 1.0961 -1.0263 0.00
H -1.9033 -0.7705 -1.8752 0.00
H -3.3215 -0.4399 -2.9109 0.00
H -3.0589 0.4791 -1.5544 0.00
H -2.6175 1.5736 -3.8945 0.00
H -1.1960 0.5280 -4.0636 0.00
H -1.6433 2.6144 -1.9984 0.00
H -0.5762 2.7070 -3.3232 0.00
C -3.2546 3.2213 2.6588 0.00
C -2.9113 2.0372 3.6148 0.00
C -2.9733 0.7426 2.7500 0.00
C -1.9357 0.3720 1.7729 0.00
N -1.1013 0.0905 1.1080 0.00
H -2.8285 2.9773 1.6857 0.00
H -2.7500 4.0957 3.0698 0.00
H -4.2771 3.5700 2.5132 0.00
H -3.6259 2.0269 4.4377 0.00
H -1.9114 2.0725 4.0473 0.00
H -3.9172 0.8146 2.2096 0.00
H -3.0243 -0.0656 3.4795 0.00
```

spin multiplicity: 2
net charge: 0
HOMO level (spin up / spin down): -0.3414 / -0.3414 Eh
lowest unoccupied orbital energy (spin up / spin down): -0.03 / -5.68 eV
orbital gap (spin up / spin down): 0.3403 / 0.1326 Eh

***

Record 3
The following is a quantum chemistry calculation of a structure of composition C16H26IO4OsP2, from the Open Molecules 2025 dataset.

```
50
Properties=species:S:1:pos:R:3:lowdin_spin:R:1
C 1.6811 -1.7414 -6.4317 0.01
C 2.0130 -1.7995 -5.0166 0.02
H 2.4449 -2.3119 -7.0534 0.00
H 1.6658 -0.6394 -6.6890 0.00
H 0.6481 -2.1963 -6.5170 0.00
O 2.7338 -2.1638 -4.1633 0.02
I -0.1574 -0.1526 -3.0053 0.25
Os 0.3460 -0.1763 -0.5101 1.92
P -0.8452 -2.2619 -0.3276 0.05
C -0.4760 -3.4118 1.0471 0.01
C -2.5727 -1.7596 -0.0812 0.02
H -3.2018 -2.6361 -0.2740 0.00
H -1.5664 -4.2391 -1.4660 0.00
H -2.8229 -0.9474 -0.7732 0.00
H -1.1986 -2.9660 -2.6846 0.00
H -0.5300 -2.8860 2.0054 0.00
H -2.7228 -1.4122 0.9473 0.00
C -0.8711 -3.4299 -1.7443 0.00
H -1.2053 -4.2320 1.0522 0.00
H 0.1280 -3.8579 -1.8962 0.00
H 0.5298 -3.8334 0.9389 0.00
P 1.8001 1.7115 -0.8191 0.05
C 3.1311 2.0159 0.3679 0.01
C 2.6513 1.9262 -2.4135 0.00
H -0.3109 2.8484 -1.0515 0.00
H 1.1182 3.9478 -1.1418 0.00
H 0.5466 3.3262 0.4411 0.00
C 0.6667 3.0951 -0.6231 0.03
H 1.9705 1.9137 -3.2718 0.00
H 3.1577 2.8989 -2.3434 0.00
H 3.5508 3.0054 0.1592 0.00
H 3.9165 1.2593 0.2874 0.00
H 3.4004 1.1401 -2.5534 0.00
H 2.7206 1.9912 1.3796 0.00
C 1.8299 -1.0239 0.1934 0.15
O 2.7975 -1.6253 0.5017 0.15
O 0.9083 1.3265 2.5171 0.03
C -0.2400 0.9964 2.2257 0.03
O -0.6759 0.4670 1.1010 0.24
C -1.2960 1.1997 3.2519 0.05
C -2.6467 1.0722 2.9384 0.16
C -3.6400 1.3897 3.8733 0.31
C -3.2848 1.8352 5.1605 0.03
C -1.9170 2.0470 5.4456 0.14
C -0.9530 1.7484 4.4871 0.30
H -2.9222 0.7662 1.9351 0.00
H -4.7017 1.3015 3.5987 0.01
H -4.0580 2.0525 5.9127 0.00
H -1.6214 2.4642 6.4138 0.00
H 0.0814 1.9572 4.6692 0.01
```

spin multiplicity: 5
net charge: +3
HOMO level (spin up / spin down): -0.5999 / -0.6248 Eh
lowest unoccupied orbital energy (spin up / spin down): -10.64 / -12.68 eV
orbital gap (spin up / spin down): 0.2089 / 0.1589 Eh

***

Record 4
The following is a quantum chemistry calculation of a cluster of 2 separate species, C8H19NO in total, from the Open Molecules 2025 dataset.

```
29
Properties=species:S:1:pos:R:3:lowdin_charge:R:1
C -1.8621 2.1086 2.8129 -0.33
C -1.8467 1.0190 4.0970 -0.08
C -0.7378 2.9878 2.5070 -0.19
H -2.3517 1.4555 2.0762 0.07
H -2.6546 2.9707 2.9571 0.12
H -0.7607 1.1087 4.6928 0.12
H 0.2591 2.5282 2.2766 0.08
H -0.9679 3.7744 1.7967 0.06
H -0.6281 3.5997 3.4273 0.08
H -2.7324 1.1729 4.7214 0.05
H -1.8065 0.1475 3.4901 0.01
C 2.0434 -0.3735 -0.8499 -0.26
C 1.3799 -0.3866 0.4765 -0.11
C 1.2255 -2.6104 -1.5094 -0.11
C -0.7261 0.4884 -1.8864 0.01
C -0.1031 -0.8558 -2.3215 -0.40
O -0.4230 -1.7620 -3.0350 0.06
N 1.2435 -1.2313 -1.7449 -0.16
H 2.3542 0.4929 -1.3745 0.09
H 3.0751 -0.9223 -0.6811 0.15
H 1.9859 -0.0407 1.3660 0.09
H 1.4261 -1.3903 0.6964 0.01
H 0.3629 -2.8675 -0.7894 0.13
H -0.9688 0.4844 -0.7350 0.08
H 0.0968 -0.1600 0.5075 0.14
H 1.0083 -2.9780 -2.3751 0.01
H 2.2448 -2.8774 -1.1431 0.11
H 0.1493 1.1021 -1.9818 0.06
H -1.6501 0.8492 -2.3910 0.09
```

structure (SMILES): CCN(C)C(C)=O.CCC
net charge: 0
HOMO level: -0.3164 Eh
lowest unoccupied orbital energy: 0.76 eV
orbital gap: 0.3442 Eh

***

Record 5
The following is a quantum chemistry calculation of a structure of composition C34H43BN2O3STi, from the Open Molecules 2025 dataset.

```
85
Properties=species:S:1:pos:R:3:lowdin_charge:R:1
Ti 0.4723 -0.7095 1.2014 1.12
C -5.0055 0.2779 -3.0533 -0.02
C -3.7164 1.0832 -3.2826 -0.55
C -4.0506 2.5740 -3.2656 -0.05
C -3.1122 0.7194 -4.6495 -0.02
C -2.7156 0.7126 -2.2032 -0.10
C -2.1719 1.6390 -1.3165 0.05
C -1.2583 1.2305 -0.3693 -0.05
N -0.8670 -0.0464 -0.2512 -0.01
C -1.3910 -0.9707 -1.0922 -0.16
C -2.2967 -0.6169 -2.0633 0.08
C -0.9097 -2.3547 -0.8637 -0.16
C -1.3492 -3.4575 -1.5564 0.08
C -0.8559 -4.7350 -1.2600 -0.10
C 0.0940 -4.8223 -0.2446 0.04
C 0.4967 -3.6811 0.4155 -0.06
N 0.0118 -2.4679 0.1208 0.00
C -1.3680 -5.9410 -2.0264 -0.55
C -2.8866 -6.0456 -1.8033 -0.02
C -1.0741 -5.7351 -3.5212 -0.02
C -0.7065 -7.2372 -1.5615 -0.05
H -5.7333 0.5409 -3.8207 0.10
H -5.4465 0.5008 -2.0806 0.10
H -4.8383 -0.7984 -3.1180 0.08
H -4.7688 2.7869 -4.0565 0.10
H -3.1712 3.1934 -3.4513 0.09
H -4.5068 2.8808 -2.3226 0.10
H -3.8191 0.9843 -5.4355 0.10
H -2.9076 -0.3486 -4.7370 0.08
H -2.1850 1.2651 -4.8308 0.10
H -2.4479 2.6816 -1.3553 0.12
H -0.8183 1.9358 0.3239 0.12
H -2.6884 -1.3740 -2.7258 0.12
H -2.0892 -3.3396 -2.3336 0.12
H 0.5222 -5.7697 0.0445 0.12
H 1.2316 -3.7292 1.2114 0.13
H -3.4191 -5.1673 -2.1709 0.08
H -3.1233 -6.1763 -0.7464 0.10
H -3.2690 -6.9111 -2.3440 0.10
H -1.5732 -4.8526 -3.9241 0.08
H -1.4376 -6.5978 -4.0791 0.10
H -0.0029 -5.6411 -3.7062 0.10
H -0.9096 -7.4457 -0.5095 0.10
H 0.3738 -7.2254 -1.7186 0.10
H -1.1080 -8.0689 -2.1389 0.10
C 4.3491 1.3241 2.6545 0.01
C 4.3103 0.7485 1.2502 -0.43
C 5.5335 1.1363 0.4523 0.02
O 3.1204 1.3591 0.5954 0.15
B 2.1010 0.5407 0.7934 -0.54
O 2.4670 -0.7421 1.2821 -0.07
C 3.9861 -0.7811 1.2202 -0.39
C 4.4827 -1.5704 2.4045 0.02
C 4.3121 -1.4494 -0.0990 0.01
H 4.3904 2.4104 2.5933 0.11
H 5.2343 0.9807 3.1889 0.11
H 3.4629 1.0473 3.2294 0.10
H 5.6845 2.2111 0.5341 0.11
H 5.4268 0.8810 -0.5993 0.10
H 6.4185 0.6392 0.8523 0.11
H 4.0841 -1.1927 3.3429 0.10
H 5.5715 -1.5122 2.4462 0.12
H 4.2140 -2.6206 2.2945 0.10
H 3.9358 -0.8757 -0.9466 0.11
H 3.8883 -2.4529 -0.1277 0.10
H 5.3923 -1.5413 -0.2081 0.11
C -0.2561 9.1684 3.1631 -0.06
C -0.1522 7.6820 2.9868 -0.71
O -0.4529 7.0753 2.0006 0.04
S 0.4581 6.8750 4.4920 1.05
C 0.3140 5.1764 4.0430 -0.50
C 0.8725 4.6906 2.8600 -0.06
C 0.7463 3.3566 2.5388 -0.01
C 0.0769 2.4854 3.4086 -0.23
C -0.4593 2.9683 4.6076 0.00
C -0.3422 4.3105 4.9153 -0.06
C -0.0813 1.1129 3.0759 -0.07
C -0.2173 -0.0993 2.8720 -0.06
H -0.1678 9.6491 2.1920 0.10
H 0.4991 9.5459 3.8506 0.08
H -1.2400 9.3913 3.5800 0.10
H 1.3985 5.3615 2.1978 0.12
H 1.1818 2.9791 1.6227 0.10
H -0.9745 2.2974 5.2813 0.13
H -0.7730 4.6937 5.8303 0.12
```

net charge: +2
HOMO level: -0.4826 Eh
lowest unoccupied orbital energy: -6.77 eV
orbital gap: 0.2338 Eh

***

Record 6
The following is a quantum chemistry calculation of a structure of composition CH2N2O2S, from the Open Molecules 2025 dataset.

```
8
Properties=species:S:1:pos:R:3:lowdin_charge:R:1
C 1.8731 0.6496 0.4387 -0.12
N 2.2670 1.5300 1.0636 0.13
N -1.4221 -0.0340 -0.4926 -0.13
O 0.1154 -0.8262 1.3240 -0.42
O 1.1301 -0.3505 -0.9208 -0.33
S -0.0433 -1.0430 -0.1028 0.82
H -2.1450 0.1452 0.1163 0.01
H -1.7752 -0.0710 -1.4265 0.04
```

net charge: 0
HOMO level (spin up / spin down): -0.3853 / -0.3852 Eh
lowest unoccupied orbital energy (spin up / spin down): -2.26 / -2.26 eV
orbital gap (spin up / spin down): 0.3024 / 0.3023 Eh

***

| no. | calculated total energy (eV) |
| --- | --- |
| 1 | -20177.2283 |
| 2 | -64645.9665 |
| 3 | -54320.3232 |
| 4 | -12137.4663 |
| 5 | -79693.9489 |
| 6 | -18974.8893 |